DFT (ωB97M-V with the def2-TZVPD basis set) results for a structure of composition C44H71FeN2O4SSi.

The value obtained for the maximum force is 0.7 eV/Å. The gap between HOMO and LUMO (alpha / beta) is 7.832 / 7.438 eV. Its energy above the lowest of the compared OMol25 structures with the same formula, charge and spin is 25.5 kJ/mol. The multiplicity is 6.

Each line ends with the Mulliken charge.
Element x y z (Å)
Fe (-0.05344, 0.43192, 0.01965)  0.699
C (-0.75087, 0.00106, 2.19208)  -0.766
C (-0.04270, 1.24599, 2.23844)  -0.464
C (1.34061, 0.93995, 1.95694)  -0.166
C (1.41334, -0.47848, 1.79207)  -0.072
C (0.14748, -1.06521, 1.96059)  0.326
C (-0.14748, -2.53616, 2.14120)  2.381
C (0.84820, -3.38936, 1.35206)  -1.760
C (-1.58352, -2.89383, 1.75130)  -1.872
C (0.02749, -2.84292, 3.63957)  -1.833
C (2.60164, 1.80865, 1.93554)  2.516
C (3.83723, 0.92881, 1.68768)  -2.301
C (2.60372, 2.88027, 0.83610)  -1.353
C (2.81469, 2.47068, 3.30458)  -1.888
C (-0.77480, 2.48559, 2.76877)  2.325
C (-2.29012, 2.36869, 2.52576)  -2.029
C (-0.58484, 2.50312, 4.29929)  -1.699
C (-0.33274, 3.82863, 2.18759)  -1.622
H (-1.80042, -0.11291, 2.39951)  0.279
H (2.30969, -1.02290, 1.55340)  0.350
H (0.83856, -3.13654, 0.28900)  0.216
H (0.60684, -4.44839, 1.46153)  0.459
H (1.86398, -3.24556, 1.71956)  0.357
H (-1.81214, -2.59837, 0.72985)  0.278
H (-2.29865, -2.40253, 2.41219)  0.357
H (-1.73465, -3.97027, 1.85101)  0.438
H (1.04665, -2.62775, 3.96269)  0.335
H (-0.18309, -3.89572, 3.83794)  0.473
H (-0.65316, -2.23832, 4.23964)  0.330
H (3.77677, 0.42822, 0.72213)  0.195
H (3.96471, 0.17825, 2.46844)  0.264
H (4.72640, 1.56158, 1.68792)  0.562
H (2.61094, 2.41995, -0.14983)  -0.006
H (3.50569, 3.48790, 0.93809)  0.583
H (1.74693, 3.54290, 0.88435)  -0.071
H (2.76424, 1.73110, 4.10538)  0.336
H (2.08337, 3.24586, 3.51039)  0.260
H (3.80166, 2.93621, 3.33381)  0.495
H (-2.73529, 1.57030, 3.11826)  0.362
H (-2.52219, 2.20574, 1.47382)  0.345
H (-2.76796, 3.29866, 2.83776)  0.508
H (-0.95634, 1.57584, 4.73806)  0.288
H (-1.14757, 3.33306, 4.73215)  0.495
H (0.45698, 2.61360, 4.58568)  0.226
H (-0.41960, 3.83208, 1.10061)  0.037
H (0.68409, 4.09100, 2.46350)  0.131
H (-0.98334, 4.61127, 2.58349)  0.704
C (-5.65030, 1.67691, -2.91857)  -1.998
C (-4.24110, 1.55520, -3.48390)  2.114
C (-3.60729, 0.23176, -3.06381)  -1.386
C (-4.25195, 1.69221, -5.00286)  -1.670
O (-3.50883, 2.66043, -2.93492)  0.105
Si (-1.90570, 2.89343, -2.76342)  -2.952
S (-1.28581, 1.99379, -0.96432)  1.042
O (-1.60174, 4.48668, -2.69390)  0.650
C (-2.38659, 5.60119, -2.24455)  1.766
C (-3.03846, 5.27534, -0.90623)  -1.110
C (-3.43602, 5.92030, -3.30340)  -1.684
C (-1.39981, 6.75246, -2.09147)  -1.745
O (-1.13891, 2.22820, -4.03688)  1.052
C (0.02964, 2.62565, -4.76610)  1.853
C (0.42057, 1.39744, -5.58046)  -1.488
C (1.14554, 3.00622, -3.80061)  -0.858
C (-0.33284, 3.78878, -5.68190)  -1.813
H (-6.29120, 0.88584, -3.30872)  0.423
H (-6.08094, 2.64034, -3.19082)  0.398
H (-5.62443, 1.60387, -1.83187)  0.362
H (-4.20710, -0.60098, -3.43646)  0.710
H (-3.54351, 0.16543, -1.97802)  0.288
H (-2.59904, 0.14503, -3.47080)  -0.074
H (-4.82853, 0.88359, -5.45454)  0.476
H (-3.23449, 1.65727, -5.38815)  0.102
H (-4.70300, 2.64213, -5.29057)  0.376
H (-3.70900, 4.42207, -1.00370)  0.110
H (-3.61576, 6.13011, -0.55232)  0.586
H (-2.27828, 5.03481, -0.16355)  0.081
H (-4.10619, 5.07335, -3.43661)  0.137
H (-2.95375, 6.14097, -4.25631)  0.328
H (-4.02327, 6.78945, -3.00376)  0.509
H (-0.60224, 6.46829, -1.40583)  0.296
H (-1.90091, 7.63740, -1.69883)  0.445
H (-0.95580, 7.00263, -3.05510)  0.343
H (0.63505, 0.56630, -4.90717)  -0.074
H (1.30359, 1.59819, -6.18770)  0.444
H (-0.39956, 1.10659, -6.23794)  0.357
H (1.31643, 2.19958, -3.08684)  -0.146
H (0.87805, 3.90436, -3.24465)  -0.034
H (2.07031, 3.19942, -4.34624)  0.665
H (-1.15760, 3.51026, -6.33883)  0.340
H (0.52381, 4.06505, -6.29821)  0.510
H (-0.63134, 4.65316, -5.09099)  0.126
N (8.18558, 0.31133, -5.76942)  -0.524
C (7.25465, 0.31150, -5.09535)  -0.033
C (6.09734, 0.30754, -4.25987)  0.547
C (4.87168, -0.10961, -4.77672)  -1.210
C (3.75481, -0.11230, -3.96712)  0.053
C (3.84060, 0.29402, -2.63129)  0.378
C (5.07508, 0.71617, -2.12685)  -0.063
C (6.19535, 0.72347, -2.93246)  -0.998
C (2.68204, 0.29645, -1.80099)  0.165
C (1.68230, 0.34495, -1.10319)  -0.017
H (4.80259, -0.41970, -5.81042)  0.466
H (2.79562, -0.41180, -4.36624)  0.531
H (5.14130, 1.03956, -1.09682)  0.493
H (7.14923, 1.05043, -2.54224)  0.472
O (-0.90713, -1.23772, -0.90442)  -0.735
C (-0.71500, -2.04748, -1.83136)  0.171
C (-1.90531, -2.74957, -2.44448)  -0.829
C (-1.82477, -4.28507, -2.60945)  -1.030
C (-0.53878, -4.92658, -2.09222)  -0.192
C (0.67217, -4.65354, -2.98332)  -0.855
C (0.74804, -3.19329, -3.42274)  -0.849
N (0.49475, -2.27907, -2.32384)  0.686
H (-2.06051, -2.26621, -3.41414)  0.472
H (-2.75692, -2.46946, -1.82784)  0.403
H (-1.96040, -4.54709, -3.66107)  0.382
H (-2.66962, -4.72230, -2.07681)  0.424
H (-0.68082, -6.00487, -2.00574)  0.528
H (-0.34234, -4.56684, -1.07858)  -0.249
H (0.61730, -5.26990, -3.88437)  0.386
H (1.58732, -4.93468, -2.45854)  0.353
H (0.02828, -3.00046, -4.22437)  0.404
H (1.73427, -2.95850, -3.82114)  0.467
H (1.23058, -1.65560, -1.99497)  -0.168